Density functional theory data (the ωB97M-V functional and the def2-TZVPD basis) for a cluster of 4 separate species, C2H14N2O3 in total.

Last column: Mulliken charge in e.
Positions of all 21 atoms, in Å:
N: 0.2462 1.8222 -1.4934  -0.590
C: -0.2057 1.1880 -0.2341  -0.607
C: -0.9787 -0.1001 -0.5213  -0.557
N: -1.2168 -0.8347 0.7489  -0.658
H: 0.2928 2.8225 -1.3325  0.251
H: -0.4394 1.7006 -2.2295  0.203
H: -0.8965 1.8196 0.3079  0.439
H: 0.6399 0.9578 0.4054  0.262
H: -1.9500 0.2558 -0.8516  0.349
H: -0.4950 -0.7390 -1.2643  0.460
H: -1.3475 -1.8143 0.5281  0.261
H: -0.3320 -0.8748 1.2427  0.227
H: -2.2805 0.4556 1.7527  0.389
H: -2.0318 1.5488 2.8638  0.293
O: -2.7050 1.0946 2.3565  -0.699
H: 2.2904 -2.1844 1.4178  0.315
H: 1.9306 -1.7092 0.0089  0.325
O: 1.9597 -2.5048 0.5686  -0.631
H: 3.0674 -0.1997 -1.0508  0.328
H: 1.7008 0.2614 -1.6046  0.377
O: 2.2938 -0.5098 -1.5360  -0.737

net charge	0
lowest unoccupied orbital energy	0.531	eV
HOMO-LUMO gap	10.78	eV
energy relative to the best compared isomer or geometry (same formula, charge and spin)	11.81	kcal/mol
SMILES	NCCN.O.O.O
DFT total energy	-11423.9144	eV

***

Density functional theory data (the ωB97M-V functional and the def2-TZVPD basis) for an isolated molecule of C3H8N4 at a distorted geometry.

Last column: Mulliken charge in e.
Positions of all 15 atoms, in Å:
C: 0.7071 -0.4783 0.8003  -0.069
C: -1.2687 0.8998 0.3322  0.089
C: -0.9463 1.8871 1.1567  -0.887
H: 1.2335 -0.1927 -1.5039  0.245
H: 2.7740 -0.9770 -1.4447  0.267
H: 0.4407 -0.5877 1.9163  0.390
H: -0.9604 -1.8423 -0.5367  0.232
H: -0.2000 -1.1441 -1.7678  0.335
H: -2.3540 0.8970 -0.0904  0.265
H: 0.0570 2.0601 1.5725  0.270
H: -1.7203 2.5184 1.5112  0.262
N: 1.7662 -0.9650 -1.1749  -0.432
N: 1.7245 -0.9953 0.2665  -0.440
N: -0.3807 -0.0941 -0.0283  0.173
N: -0.8726 -0.9858 -1.0089  -0.700

net charge	0
lowest unoccupied orbital energy	1.060	eV
HOMO-LUMO gap	9.38	eV
energy relative to the best compared isomer or geometry (same formula, charge and spin)	87.26	kcal/mol
SMILES	C=CN(N)/C=N\N
DFT total energy	-9197.8496	eV

***

Density functional theory data (the ωB97M-V functional and the def2-TZVPD basis) for a structure of composition C19H18F3N3RhSb.

Last column: Mulliken charge in e.
Positions of all 45 atoms, in Å:
Rh: -0.4395 0.4580 -0.3432  0.269
C: -0.2694 0.1132 3.1146  -1.218
C: 0.7038 -0.7791 2.4103  0.700
C: 1.5760 -1.6299 3.0836  -0.831
C: 2.4547 -2.4238 2.3713  -0.347
C: 2.4560 -2.3655 0.9790  -0.975
C: 1.5621 -1.5092 0.3743  0.218
N: 0.7126 -0.7335 1.0717  0.545
Sb: 1.3337 -1.2281 -1.7430  0.908
C: -0.7332 -1.9026 -1.6466  0.211
C: -1.1707 -3.0449 -2.2673  -0.853
C: -2.4671 -3.4763 -1.9795  -0.376
C: -3.2380 -2.7644 -1.0861  -0.825
C: -2.7398 -1.6035 -0.4920  0.845
C: -3.5163 -0.8374 0.5297  -1.451
N: -1.5084 -1.1895 -0.8156  0.280
C: 1.5855 1.0854 -1.4586  0.374
C: 2.5511 1.5768 -2.3042  -0.748
C: 3.0199 2.8570 -1.9883  -0.487
C: 2.4959 3.5585 -0.9191  -0.801
C: 1.4691 3.0082 -0.1494  0.728
C: 0.7847 3.7177 0.9684  -1.368
N: 1.0717 1.7741 -0.4677  0.369
H: -0.2183 -0.0071 4.1937  0.447
H: -1.2907 -0.1127 2.7987  0.176
H: -0.0640 1.1604 2.8813  0.146
H: 1.5573 -1.6592 4.1642  0.485
H: 3.1366 -3.0845 2.8901  0.453
H: 3.1359 -2.9730 0.3973  0.486
H: -0.5380 -3.5882 -2.9562  0.490
H: -2.8574 -4.3675 -2.4528  0.454
H: -4.2378 -3.0905 -0.8348  0.515
H: -4.5862 -0.9280 0.3542  0.471
H: -3.2636 0.2217 0.5293  0.285
H: -3.3128 -1.2518 1.5204  0.275
H: 2.9408 1.0130 -3.1387  0.473
H: 3.7997 3.2963 -2.5970  0.470
H: 2.8523 4.5522 -0.6856  0.496
H: 1.0087 4.7811 0.9490  0.452
H: 1.1224 3.3205 1.9280  0.249
H: -0.2964 3.5904 0.8991  0.307
F: -1.4277 0.7985 -2.9542  -0.278
C: -1.4398 1.4435 -1.7812  0.413
F: -2.7117 1.5343 -1.3479  -0.229
F: -1.0038 2.6891 -1.9993  -0.204

net charge	+2
lowest unoccupied orbital energy (alpha / beta)	-9.174 / -9.176	eV
HOMO-LUMO gap (alpha / beta)	6.83 / 6.83	eV
energy relative to the best compared isomer or geometry (same formula, charge and spin)	8.27	kcal/mol
DFT total energy	-42147.4830	eV

***

Density functional theory data (the ωB97M-V functional and the def2-TZVPD basis) for an isolated molecule of C3H4Cl2Si at a distorted geometry.

Last column: Mulliken charge in e.
Positions of all 10 atoms, in Å:
C: -1.5071 0.5777 -0.2224  -0.368
C: -0.3107 0.0496 -0.0891  0.011
C: -0.5098 1.3255 0.6749  -0.299
Si: 0.9159 -1.2051 -0.4364  0.502
Cl: 2.7112 -0.3753 -0.3604  -0.236
Cl: 1.0220 -2.7715 0.9218  -0.261
H: -2.5909 0.4194 -0.6017  0.323
H: -0.0382 2.2042 0.1049  0.211
H: -0.5786 1.4814 1.8331  0.247
H: 0.8862 -1.7058 -1.8246  -0.130

2S+1	3
net charge	0
lowest unoccupied orbital energy (alpha / beta)	0.776 / -2.866	eV
HOMO-LUMO gap (alpha / beta)	7.20 / 7.86	eV
energy relative to the best compared isomer or geometry (same formula, charge and spin)	0.00	kcal/mol
<S²>	2.008
DFT total energy	-36094.6150	eV

***

Density functional theory data (the ωB97M-V functional and the def2-TZVPD basis) for a structure of composition C19H13N5ORhS4.

Last column: Mulliken charge in e.
Positions of all 43 atoms, in Å:
Rh: 0.0485 0.0238 0.0320  -0.537
S: 2.3849 0.0794 -0.2254  -0.318
C: 2.7618 1.7607 -0.4056  0.696
C: 4.1043 2.1627 -0.4177  -0.959
C: 4.4620 3.4935 -0.5476  0.531
C: 5.8514 3.8531 -0.5475  -0.082
N: 6.9694 4.1229 -0.5498  -0.567
C: 3.4641 4.4777 -0.6680  0.497
C: 2.1312 4.0886 -0.6612  -0.983
C: 1.7672 2.7515 -0.5347  0.822
S: 0.0795 2.3012 -0.6026  -0.529
C: 3.7986 5.8649 -0.7881  -0.086
N: 4.0474 6.9853 -0.8731  -0.566
H: 4.8764 1.4110 -0.3186  0.492
H: 1.3577 4.8391 -0.7602  0.465
S: -2.2723 0.0613 -0.1154  -0.443
C: -2.7595 -1.6072 0.0696  0.696
C: -4.1094 -1.9358 0.2325  -0.652
C: -4.5101 -3.2529 0.3568  -0.496
C: -3.5581 -4.2711 0.3311  -0.494
C: -2.2202 -3.9565 0.1830  -0.737
C: -1.8038 -2.6275 0.0411  0.456
S: -0.1069 -2.2672 -0.1863  -0.338
H: -4.8389 -1.1344 0.2553  0.384
H: -5.5602 -3.4901 0.4779  0.330
H: -3.8630 -5.3058 0.4316  0.338
H: -1.4693 -4.7381 0.1680  0.395
C: 1.0785 -2.6169 4.5392  -0.940
N: 0.4555 -1.4240 3.9868  0.120
C: -0.3472 -0.6290 4.7194  0.112
C: -0.8511 0.5061 4.2069  -1.200
C: -0.5781 0.7993 2.8300  0.978
N: 0.1253 -0.0462 2.0663  0.603
C: 0.8307 -1.0919 2.6674  -0.031
O: 1.7062 -1.7320 2.1502  -0.508
N: -1.0463 1.9304 2.3269  -0.119
H: 0.6626 -2.7965 5.5285  0.302
H: 2.1575 -2.4871 4.6033  0.300
H: 0.8783 -3.4680 3.8919  0.301
H: -0.5442 -0.9466 5.7346  0.327
H: -1.4743 1.1629 4.7917  0.328
H: -1.6077 2.5293 2.9019  0.204
H: -0.8167 2.2033 1.3677  -0.091

net charge	-1
lowest unoccupied orbital energy	2.064	eV
HOMO-LUMO gap	6.10	eV
energy relative to the best compared isomer or geometry (same formula, charge and spin)	11.90	kcal/mol
DFT total energy	-75766.4813	eV

***

Density functional theory data (the ωB97M-V functional and the def2-TZVPD basis) for a structure of composition C26H46O2P2Zr at a distorted geometry.

Last column: Mulliken charge in e.
Positions of all 77 atoms, in Å:
Zr: -0.7570 0.0546 -0.5645  0.949
C: 0.6116 -0.2058 2.1440  0.945
C: 1.4015 0.1638 1.0190  1.293
C: -0.2856 1.7501 1.2875  0.628
C: -0.4212 0.7546 2.3013  0.974
C: 0.8860 1.4230 0.5064  -0.030
C: 0.8756 -1.3560 3.0401  -2.128
H: 1.8568 -1.8061 2.8393  0.381
H: 0.1181 -2.1467 2.9414  0.341
H: 0.8604 -1.0512 4.0936  0.517
C: -1.4824 0.7321 3.3265  -1.314
H: -1.2842 -0.0370 4.0804  0.406
H: -2.4645 0.5153 2.8866  0.144
H: -1.5654 1.7050 3.8293  0.342
C: -1.1328 2.9723 1.1680  -1.770
H: -1.0147 3.6622 2.0221  0.392
H: -2.2048 2.7056 1.1243  0.375
H: -0.9121 3.5541 0.2623  0.371
C: 1.6534 2.3888 -0.3226  -1.434
H: 1.8030 3.3218 0.2462  0.422
H: 1.1245 2.6576 -1.2475  0.214
H: 2.6476 2.0051 -0.5778  0.348
C: 2.7714 -0.3212 0.7067  -2.203
H: 3.5189 0.1535 1.3709  0.359
H: 3.0637 -0.0965 -0.3277  0.384
H: 2.8672 -1.4024 0.8378  0.524
C: -0.1438 -2.5376 -1.5343  -1.159
C: 1.1013 -2.4112 -1.0058  -0.351
C: 2.3337 -2.3831 -1.8309  -1.047
C: 2.3131 -1.4955 -3.1100  -0.654
C: 1.7284 -0.1428 -2.9931  -0.997
C: 0.3955 0.1770 -2.9018  -0.733
C: -0.7632 -0.7479 -3.2234  1.314
C: -0.5357 -2.2502 -2.9652  0.145
H: 2.5357 -3.4059 -2.1937  0.524
H: 1.9087 -2.0902 -3.9347  -0.127
H: 3.1709 -2.0803 -1.1902  0.351
H: 0.1604 -2.6956 -3.6868  -0.164
H: -0.9141 -3.1131 -0.9993  0.463
H: 1.2520 -2.5436 0.0559  0.965
H: -1.4914 -2.7753 -3.1445  0.784
H: -1.7409 -0.4747 -2.7181  0.223
H: 0.1002 1.2438 -2.8754  1.193
H: -1.0083 -0.6108 -4.3025  -1.493
H: 3.3687 -1.3382 -3.3764  0.621
H: 2.4609 0.6668 -2.9452  0.532
P: -0.8641 -1.4419 -6.4381  0.830
P: -0.9208 1.4671 -6.7608  0.381
C: -1.0704 -0.9398 -8.2258  -1.024
C: -1.5290 0.5111 -8.2671  -1.065
H: -1.8131 -1.6017 -8.6865  0.481
H: -0.1139 -1.1047 -8.7461  0.431
H: -1.1731 1.0016 -9.1787  0.582
H: -2.6281 0.5871 -8.2502  0.452
C: -1.6712 3.0182 -7.4080  -1.184
H: -1.2791 3.8786 -6.8551  0.382
H: -2.7542 2.9520 -7.2512  0.367
H: -1.4640 3.1318 -8.4787  0.352
C: 0.8027 1.7157 -7.4047  -1.194
H: 0.8125 1.7853 -8.5013  0.392
H: 1.4456 0.8868 -7.0813  0.278
H: 1.1949 2.6457 -6.9758  0.417
C: -2.5515 -2.1256 -6.2220  -1.367
H: -2.6813 -2.4874 -5.1974  0.326
H: -2.7164 -2.9429 -6.9335  0.452
H: -3.2932 -1.3392 -6.4056  0.319
C: 0.2130 -2.8911 -6.7097  -1.411
H: 0.9650 -2.6268 -7.4628  0.400
H: -0.3728 -3.7510 -7.0534  0.409
H: 0.7376 -3.1564 -5.7820  0.340
C: -4.1428 -1.0931 1.1456  -1.156
C: -2.9215 -0.7299 0.3810  1.208
O: -1.9005 -1.5157 0.4159  -0.565
O: -2.7929 0.3914 -0.2746  -0.727
H: -4.3935 -2.1456 0.9858  0.389
H: -4.9492 -0.4137 0.8489  0.365
H: -3.9467 -1.0194 2.2271  0.319

net charge	+2
lowest unoccupied orbital energy	-7.121	eV
HOMO-LUMO gap	5.09	eV
energy relative to the best compared isomer or geometry (same formula, charge and spin)	0.00	kcal/mol
DFT total energy	-51646.9008	eV

***

Density functional theory data (the ωB97M-V functional and the def2-TZVPD basis) for a structure of composition C35H62Br24NO3PS2 at a distorted geometry.

Last column: Mulliken charge in e.
Positions of all 128 atoms, in Å:
C: 1.9255 1.1238 -1.1488  -0.856
C: 1.7179 2.3007 -2.0961  0.201
S: 3.2526 2.7851 -2.9621  -0.226
C: 3.0013 2.0379 -4.6022  -1.084
C: 3.5877 0.6711 -4.5573  0.412
C: 2.9620 -0.5092 -4.7108  1.138
P: 1.1665 -0.6082 -4.9891  0.481
S: 0.7110 -1.4385 -6.6920  -0.403
C: 3.8404 -1.7279 -4.6267  -0.286
O: 3.6060 -2.7442 -5.2455  -0.653
C: 5.0600 -1.6442 -3.7668  0.445
N: 5.4800 -2.8773 -3.2008  -0.463
C: 5.6703 -0.4618 -3.5944  -0.012
C: 6.8784 -0.3568 -2.6990  -0.815
C: 7.8236 0.8098 -2.9415  -0.247
O: 8.3159 1.0857 -4.0010  -0.491
C: 5.0823 0.6875 -4.3204  0.033
O: 5.7061 1.6384 -4.7177  -0.629
H: 1.0741 1.0945 -0.4653  0.245
H: 1.9485 0.1772 -1.6859  0.105
H: 2.8194 1.2505 -0.5440  0.311
H: 1.3823 3.1819 -1.5582  0.214
H: 0.9958 2.0368 -2.8640  -0.061
H: 1.9732 2.0735 -4.9327  0.514
H: 3.5937 2.6194 -5.3040  -0.020
H: 0.5867 -1.2615 -3.8990  -0.011
H: 0.6380 0.6871 -4.9754  -0.042
H: 5.8333 -2.7382 -2.2616  0.302
H: 6.2720 -3.2255 -3.7352  0.263
H: 6.4892 -0.2401 -1.6810  0.439
H: 7.4557 -1.2791 -2.6852  0.555
H: 8.1123 1.4139 -2.0712  0.436
Br: -1.5811 1.9218 2.7336  -0.147
C: -2.3272 0.2081 2.1954  0.350
C: -1.5879 -0.9443 2.8138  -0.953
Br: 0.1091 -1.2682 1.9151  -0.128
H: -2.3118 0.1829 1.1104  0.279
H: -3.3567 0.2282 2.5426  -0.368
H: -2.1478 -1.8676 2.6923  0.344
H: -1.3675 -0.7901 3.8659  0.437
Br: -5.5967 0.7202 4.0665  -0.027
C: -5.9524 2.1445 5.3445  -0.655
C: -4.8549 3.1746 5.3356  -0.624
Br: -3.2645 2.5413 6.2542  -0.087
H: -6.0825 1.6730 6.3129  0.355
H: -6.8944 2.5883 5.0301  0.368
H: -5.1667 4.0656 5.8762  0.398
H: -4.5434 3.4506 4.3326  0.346
Br: 0.2781 3.2304 9.7325  -0.132
C: 0.7978 4.7485 8.6327  -0.571
C: 0.1249 4.7115 7.2874  -0.482
Br: 0.9394 3.3977 6.1109  -0.104
H: 1.8800 4.7298 8.5606  0.362
H: 0.4855 5.6289 9.1900  0.346
H: 0.2400 5.6652 6.7769  0.349
H: -0.9295 4.4615 7.3535  0.221
Br: -4.8611 -4.3311 2.3920  -0.135
C: -5.1973 -3.5310 0.6502  -0.258
C: -4.0695 -3.7970 -0.3112  -0.552
Br: -2.5288 -2.6757 0.0817  -0.062
H: -5.3626 -2.4721 0.8196  -0.126
H: -6.1179 -3.9876 0.2937  0.374
H: -4.3692 -3.5391 -1.3246  0.384
H: -3.7216 -4.8243 -0.2872  0.406
Br: 1.0941 5.3392 -6.8843  -0.114
C: 2.9017 5.5533 -7.5699  -0.640
C: 3.1833 4.5547 -8.6570  -0.576
Br: 3.5061 2.7981 -7.8972  -0.036
H: 3.5781 5.4573 -6.7270  0.366
H: 2.9471 6.5692 -7.9558  0.373
H: 4.0938 4.8108 -9.1938  0.335
H: 2.3659 4.4564 -9.3635  0.360
Br: 2.1780 -3.4640 -3.6643  0.042
C: 1.2361 -4.0885 -2.0449  -0.514
C: 2.2228 -4.5015 -0.9880  -0.583
Br: 3.0145 -6.2379 -1.3795  -0.157
H: 0.5672 -4.8942 -2.3324  0.434
H: 0.6472 -3.2395 -1.6997  0.160
H: 1.7318 -4.6225 -0.0247  0.377
H: 3.0466 -3.8010 -0.8876  0.319
Br: -5.4880 0.4161 0.1094  -0.116
C: -7.3713 0.7688 -0.2130  -0.561
C: -8.1967 0.4650 1.0078  -0.404
Br: -8.4363 -1.4485 1.2498  -0.064
H: -7.6612 0.1779 -1.0755  0.306
H: -7.4313 1.8258 -0.4623  0.396
H: -9.2002 0.8719 0.8948  0.312
H: -7.7514 0.8422 1.9233  0.171
Br: -1.7461 3.5038 -0.9311  -0.046
C: -1.2411 5.0028 -2.0618  -0.704
C: -1.9260 4.9469 -3.3998  -0.543
Br: -1.0998 3.6242 -4.5596  -0.132
H: -0.1593 4.9868 -2.1481  0.319
H: -1.5474 5.8892 -1.5111  0.410
H: -1.8173 5.8933 -3.9250  0.346
H: -2.9781 4.6936 -3.3250  0.377
Br: -2.5617 -1.6357 6.1994  -0.006
C: -3.6167 -1.7083 7.8288  -0.622
C: -3.0668 -0.7911 8.8883  -0.386
Br: -1.4746 -1.5279 9.7255  -0.137
H: -3.6439 -2.7475 8.1390  0.399
H: -4.6164 -1.3932 7.5359  0.307
H: -3.7861 -0.6701 9.6952  0.370
H: -2.7935 0.1831 8.4958  0.151
Br: 5.3722 -9.5621 -0.9279  -0.135
C: 4.2896 -9.6890 0.6809  -0.623
C: 4.6604 -8.6316 1.6847  -0.471
Br: 6.3208 -9.0595 2.6051  -0.142
H: 4.4114 -10.6967 1.0637  0.412
H: 3.2634 -9.5481 0.3485  0.332
H: 3.9068 -8.5694 2.4663  0.353
H: 4.7942 -7.6556 1.2301  0.265
Br: -12.7186 -2.6909 1.1884  -0.112
C: -12.3689 -0.8109 0.8521  -0.382
C: -12.4678 -0.4776 -0.6132  -0.598
Br: -10.9030 -1.0928 -1.5896  -0.128
H: -11.3875 -0.5980 1.2654  0.072
H: -13.1270 -0.2709 1.4152  0.372
H: -12.4936 0.6002 -0.7582  0.333
H: -13.3326 -0.9267 -1.0897  0.414
Br: 10.4410 2.6771 1.7980  -0.133
C: 11.4088 1.4298 0.6648  -0.621
C: 10.7407 1.2608 -0.6724  -0.628
Br: 9.1576 0.1370 -0.5471  -0.119
H: 11.4856 0.4985 1.2152  0.371
H: 12.3990 1.8612 0.5384  0.371
H: 11.4000 0.7472 -1.3680  0.393
H: 10.4215 2.2032 -1.1080  0.412

net charge	0
lowest unoccupied orbital energy	-0.959	eV
HOMO-LUMO gap	7.08	eV
energy relative to the best compared isomer or geometry (same formula, charge and spin)	0.00	kcal/mol
DFT total energy	-1756910.8813	eV

***

Density functional theory data (the ωB97M-V functional and the def2-TZVPD basis) for an isolated molecule of C4H7N3.

Last column: Mulliken charge in e.
Positions of all 14 atoms, in Å:
C: -1.1555 -1.7073 1.0456  -0.856
N: -1.0071 -0.2950 0.7344  -0.268
C: 0.2027 0.1101 0.2790  0.258
N: -0.3881 1.2190 -2.2587  -0.671
N: 0.5591 1.6634 -1.6419  0.266
C: 0.9216 1.2766 -0.2420  -0.521
C: 1.4783 -0.0642 0.0594  -0.409
H: -0.4293 -1.9758 1.8185  0.277
H: -2.1574 -1.8835 1.4446  0.328
H: -0.9954 -2.3563 0.1738  0.303
H: -1.7667 0.1146 0.2067  0.305
H: 1.2023 2.3836 -2.0411  0.276
H: 1.1614 2.1763 0.3389  0.327
H: 2.3741 -0.6616 0.0828  0.385

net charge	0
lowest unoccupied orbital energy	1.085	eV
HOMO-LUMO gap	8.74	eV
energy relative to the best compared isomer or geometry (same formula, charge and spin)	105.05	kcal/mol
DFT total energy	-8727.1242	eV